Entry 1:
Formula: C2H3Br2N
Source: OMol25
Level of theory: ωB97M-V/def2-TZVPD

Geometry as XYZ:
```
8
Properties=species:S:1:pos:R:3
Br -2.5517 -0.5143 0.1342
Br 2.6063 -0.3892 0.0604
N -0.1974 1.5823 -0.2724
C -0.0650 0.4260 0.0279
C 0.6148 -0.7877 0.0788
H 0.2332 -1.2979 1.0287
H -0.9206 2.2596 -0.2985
H 0.2804 -1.2789 -0.7590
```

The calculation puts the max |F| at 0.116 hartree/bohr. The value obtained for the highest occupied orbital energy is -9.1528 eV. The frontier orbital gap is 7.7 eV. Its net charge is 0. The value obtained for the electronic energy is -143695.7617 eV. The value obtained for the molar mass is 200.86 g/mol.

These are the natural (NBO) partial charges, in e, on atoms 1 to 2:
1 Br -0.59
2 Br 0.04

---

Entry 2:
Formula: C4H7NO
Source: OMol25
Level of theory: ωB97M-V/def2-TZVPD

Geometry as XYZ:
```
13
Properties=species:S:1:pos:R:3
O -2.7145 -0.7509 1.4215
N 0.2877 0.5734 -0.2251
C -0.6519 0.3514 0.9361
C -1.9097 -0.3059 0.6226
C 1.6632 0.1926 -0.1934
C 0.7156 -0.4024 -1.1818
H 0.7215 -0.0522 -2.2091
H -0.4977 1.4405 0.2680
H -0.1675 0.1413 1.8960
H 2.3645 0.9594 -0.5092
H 1.9662 -0.4216 0.6505
H -2.1285 -0.3173 -0.4701
H 0.3511 -1.4084 -1.0059
```

The calculation puts the max |F| at 0.042 hartree/bohr. The value obtained for the highest occupied orbital energy is -8.4065 eV. The frontier orbital gap is 9.3 eV. Its net charge is 0. The value obtained for the electronic energy is -7794.3658 eV. The value obtained for the molar mass is 85.11 g/mol.

These are the natural (NBO) partial charges, in e, on atoms 1 to 2:
1 O -0.56
2 N -0.49

---

Entry 3:
Formula: C23H23BCl3N12O4SiTi
Source: OMol25
Level of theory: ωB97M-V/def2-TZVPD

Geometry as XYZ:
```
68
Properties=species:S:1:pos:R:3
Ti -0.2910 -0.7652 0.6047
Cl -1.8633 -4.2930 1.7566
Cl -3.6817 -1.6226 2.2774
Cl -1.0414 -2.2653 4.1746
Si -1.7297 -2.2837 2.1877
O 0.3389 -0.9445 -2.9695
O 3.2490 -2.4189 0.2422
O 1.3209 -0.7203 1.7040
O 2.8534 -0.2124 3.1681
N -1.4584 0.6458 1.8370
N -3.3362 2.5987 -0.8387
N -0.9904 1.8029 -0.7968
N -1.9657 -0.9190 -0.6267
N 0.1206 -3.6835 -0.7434
N -3.2716 3.8213 -0.2494
N -2.3662 1.4646 1.2456
N 2.1361 -2.3823 3.0082
N 1.3487 -3.3153 2.3425
N 1.5206 -1.8153 -1.1739
N 0.0544 1.0723 -0.3631
N -2.8537 0.0989 -0.7694
C 5.4180 -0.0168 -2.8826
C -3.8834 -1.7562 -1.4081
C 2.7485 -0.6305 -2.7369
C -1.5099 0.9034 3.1453
C 3.7684 -0.5750 4.2176
C 3.6248 -1.0692 -1.7535
C 2.8564 -1.8512 -0.7488
C 4.5377 0.4233 -3.8671
C -4.5239 3.9486 -2.1202
C 4.9722 -0.7770 -1.8049
C -4.0760 2.6627 -1.9802
C 1.3791 -1.1036 -2.3983
C -0.5507 2.8077 -1.5609
C 3.1798 0.1201 -3.8095
C -2.5851 -2.0435 -1.0306
C 1.1645 1.6331 -0.8570
C -2.4621 1.8773 3.4131
C 2.0859 -1.1172 2.6174
C -3.9921 4.6258 -1.0061
C -4.0170 -0.3937 -1.2076
C 0.3963 -2.4907 -0.4912
C 0.8310 2.7364 -1.6292
C -2.9830 2.2046 2.1777
B -2.4428 1.5151 -0.2957
H 1.9011 -3.8195 1.6568
H -5.1367 4.3417 -2.9114
H 3.2277 -0.9829 5.0717
H -4.8774 0.2383 -1.3301
H 1.4944 3.4031 -2.1494
H 0.8851 -3.9263 3.0030
H -2.7322 2.2891 4.3682
H -1.2395 3.5198 -1.9830
H -4.1030 5.6616 -0.7297
H 4.5142 -1.2771 3.8437
H -4.6325 -2.4387 -1.7656
H -2.0637 -2.9855 -1.0030
H 2.1349 1.2274 -0.6190
H 6.4668 0.2342 -2.9633
H -0.8719 0.3715 3.8281
H 4.2531 0.3509 4.5049
H 2.4878 0.4525 -4.5712
H 4.9209 1.0075 -4.6927
H -3.7201 2.9338 1.8950
H 0.7455 -4.1133 -1.4309
H 5.6506 -1.1306 -1.0405
H 2.8462 -2.6788 3.6628
H -4.1816 1.8244 -2.6443
```

The calculation puts the max |F| at 0.013 hartree/bohr. The value obtained for the highest occupied orbital energy is -11.3387 eV. The frontier orbital gap is 7.6 eV. Its net charge is +1. The value obtained for the electronic energy is -119535.0958 eV. The value obtained for the molar mass is 724.64 g/mol.

These are the natural (NBO) partial charges, in e, on atoms 1 to 2:
1 Ti 1.66
2 Cl -0.36

---

Entry 4:
Formula: C35H37HgIP2
Source: OMol25
Level of theory: ωB97M-V/def2-TZVPD

Geometry as XYZ:
```
76
Properties=species:S:1:pos:R:3
Hg -0.0426 2.6064 -1.2960
I -0.2190 5.3228 -0.3476
P 2.3335 -0.5770 1.7664
P -1.8427 -0.8545 0.0641
C -0.7504 2.5401 -4.1978
C 0.6764 0.0431 -3.2800
C -0.2607 -1.1310 0.9344
C -2.8764 -2.3748 2.0870
C -5.7071 0.4986 0.7380
C -4.3457 2.4568 1.0359
C 3.5149 3.2972 1.3350
C 1.0372 -0.9074 0.5144
C 3.1482 0.9087 1.1369
C -4.5509 -0.2509 0.5098
C -1.5330 -0.0625 -1.7763
C -5.5945 1.8377 1.1353
C 4.1059 2.1482 -0.7120
C 6.1467 -2.1002 2.2182
C -1.9092 1.7424 -3.5424
C 3.7522 -1.7393 1.9142
C 3.2128 2.0741 1.9359
C -3.6808 -4.6355 1.8957
C -1.7199 1.3974 -2.0708
C 4.0006 3.3358 0.0232
C 1.0622 1.4046 -2.7546
C -3.2114 1.7199 0.6714
C 5.9036 -3.3745 2.7454
C 0.5386 2.5690 -3.3978
C 5.0827 -1.2910 1.8190
C 3.6738 0.9406 -0.1662
C -0.4155 -0.7817 -2.5621
C -3.3761 -4.6459 0.5306
C -2.5982 -2.3776 0.6999
C 4.5836 -3.8543 2.8182
C -2.8297 -3.5139 -0.0863
C -3.4059 -3.5101 2.6895
C 3.5207 -3.0493 2.4083
C -3.2503 0.3158 0.5271
C -0.0490 2.2968 0.8309
H 6.7369 -3.9869 3.1069
H -2.5799 -3.4974 -1.1495
H 4.3990 -4.8597 3.2076
H -0.3049 -1.7017 1.9222
H 5.2956 -0.2865 1.4546
H 1.0176 2.1806 1.1083
H -0.5574 1.3432 1.0655
H 2.4966 -3.4100 2.4870
H -1.0507 3.5969 -4.2975
H 1.5985 -0.5563 -3.2730
H 3.7810 0.0100 -0.7252
H -2.8264 2.3593 -3.6252
H 2.9777 2.0101 3.0021
H 0.0592 -1.5631 -1.9483
H 4.3028 4.2856 -0.4179
H -2.1484 0.8380 -4.1339
H -2.4738 -0.5612 -2.1069
H -3.5958 -3.5134 3.7676
H -6.4716 2.3718 1.4953
H 1.3414 -0.8229 -0.5462
H 3.3762 4.2252 1.8940
H -0.5050 3.1468 1.3690
H 7.1726 -1.7294 2.1373
H -2.2946 2.2807 0.4580
H -6.6760 0.0052 0.6166
H 0.4033 0.1211 -4.3444
H -3.5560 -5.5417 -0.0678
H -4.1268 -5.5141 2.3648
H -0.6165 2.1541 -5.2213
H -4.2431 3.5293 1.2038
H 2.0641 1.4596 -2.3414
H 4.5354 2.1629 -1.7155
H -2.5902 1.7800 -1.5285
H -2.6908 -1.4788 2.6879
H -4.6826 -1.3164 0.3009
H 1.2476 3.3684 -3.6324
H -0.9394 -1.3139 -3.3692
```

The calculation puts the max |F| at 0.057 hartree/bohr. The value obtained for the highest occupied orbital energy is -5.8121 eV. The frontier orbital gap is 4.7 eV. Its net charge is 0. The value obtained for the electronic energy is -67740.5004 eV. The value obtained for the molar mass is 847.12 g/mol.

These are the Löwdin partial charges, in e, on atoms 1 to 2:
1 Hg 0.90
2 I -0.14

---

Quick rundown of lowest unoccupied orbital energy, same order as above: -1.5, 0.9, -3.8, -1.1 eV
Quick rundown of energy above the lowest of the compared OMol25 structures with the same formula, charge and spin, same order as above: 29.55, 121.73, 49.44, 51.27 kcal per mole